Entry 1:
The following is a quantum chemistry calculation of 11 unconnected molecules or ions with the total composition C29H63Br10N5O8 at a distorted geometry, from the Open Molecules 2025 dataset.

Results
HOMO, eV: -9.185
Gap between HOMO and LUMO, eV: 9.445
Structure (SMILES): CCOC(=O)OC.CN(C)C=O.CN(C)C=O.CN(C)C=O.CN(C)C=O.CN(C)C=O.BrCCBr.BrCCBr.BrCCBr.BrCCBr.BrCCBr
Total charge: 0
LUMO level, eV: 0.3

Last column: Mulliken charge in e.
Cartesian coordinates (Å):
Br1 -19.3807 -17.4241 -15.3551  -0.127
Br2 -14.3574 -19.8105 -22.7274  -0.172
Br3 -19.0369 -20.4025 -13.7186  -0.162
Br4 -18.9253 -16.7663 -28.7299  -0.148
Br5 -21.0584 -16.6046 -25.6055  -0.053
Br6 -13.5489 -20.9153 -25.9154  -0.168
Br7 -22.1064 -15.1614 -21.1327  -0.151
Br8 -19.7487 -13.2064 -22.7466  -0.093
Br9 -24.7576 -17.2295 -24.5080  -0.184
Br10 -24.3674 -19.6526 -20.5879  -0.191
O1 -22.6411 -21.9770 -22.1314  -0.596
O2 -16.7089 -16.7836 -21.7198  0.286
O3 -17.8460 -18.4393 -22.5209  -0.069
O4 -18.5085 -21.8645 -26.0958  -0.504
O5 -17.9734 -14.6123 -17.8654  -0.623
O6 -17.7469 -18.2234 -20.2579  -0.600
O7 -14.9062 -12.7547 -23.5851  -0.552
O8 -21.8343 -20.5427 -17.1615  -0.498
N1 -13.8403 -14.7346 -23.6155  0.158
N2 -17.8060 -21.5918 -28.2105  0.130
N3 -18.0892 -13.3236 -16.0775  0.031
N4 -21.3304 -23.1081 -20.6363  0.110
N5 -22.1416 -18.4119 -17.8677  0.492
C1 -20.8230 -23.0629 -19.3031  -0.985
C2 -16.9108 -12.5010 -16.4358  -0.964
C3 -15.2514 -19.1806 -24.3794  -0.124
C4 -18.7138 -20.5201 -28.5496  -0.916
C5 -22.4145 -17.0252 -17.5158  -0.821
C6 -12.6544 -15.5175 -23.3008  -0.853
C7 -17.4438 -17.8600 -21.3678  0.399
C8 -16.0357 -16.0104 -20.6889  -0.661
C9 -21.3757 -17.5715 -27.2918  -0.199
C10 -18.9005 -12.7736 -15.0529  -0.936
C11 -17.9999 -20.0184 -15.3122  -0.666
C12 -18.8617 -19.4429 -22.4991  -0.356
C13 -24.1902 -17.6896 -22.6986  0.109
C14 -20.8521 -16.7243 -28.4435  -0.627
C15 -19.6739 -19.1616 -23.7253  -0.529
C16 -13.9519 -13.4284 -23.3386  0.117
C17 -20.5222 -23.7839 -21.6467  -0.962
C18 -22.3015 -22.2807 -21.0204  -0.056
C19 -19.3839 -15.0341 -22.1670  0.078
C20 -20.1739 -15.4113 -20.9426  -0.152
C21 -18.5187 -14.3058 -16.8606  0.498
C22 -14.8627 -15.4259 -24.3732  -0.658
C23 -24.1426 -19.1776 -22.4936  -0.286
C24 -21.6205 -18.6300 -19.1827  -0.911
C25 -22.2309 -19.4041 -16.9582  -0.118
C26 -17.7852 -22.1422 -26.9770  -0.111
C27 -18.5598 -18.9655 -16.2713  -0.112
C28 -15.3282 -20.2824 -25.4092  -0.617
C29 -16.6137 -21.6546 -29.0200  -0.981
H1 -19.6120 -15.7085 -22.9824  0.040
H2 -16.0202 -22.5471 -28.8051  0.356
H3 -22.6689 -16.9000 -16.4688  0.331
H4 -16.8601 -21.8686 -30.0666  0.312
H5 -20.1133 -18.1746 -23.7364  -0.271
H6 -20.8798 -18.5263 -27.1688  -0.060
H7 -15.5605 -14.7089 -24.7856  0.334
H8 -14.3524 -15.8819 -25.2305  0.353
H9 -19.7824 -22.7124 -19.2264  0.294
H10 -15.3091 -15.3933 -21.2059  0.079
H11 -21.6303 -19.7029 -19.3549  0.182
H12 -19.3618 -19.4743 -16.8015  -0.143
H13 -17.2093 -11.4783 -16.6799  0.322
H14 -20.5678 -18.3321 -19.2857  0.467
H15 -19.5868 -20.6018 -27.9108  0.297
H16 -23.2688 -17.1638 -22.4611  -0.301
H17 -21.3817 -16.9643 -29.3602  0.418
H18 -20.1800 -24.7344 -21.2175  0.336
H19 -19.4954 -19.4241 -21.6106  0.023
H20 -18.3408 -15.0053 -21.8787  -0.069
H21 -21.1255 -23.9621 -22.5264  0.320
H22 -18.2632 -19.5309 -28.4159  0.288
H23 -12.1108 -15.7295 -24.2277  0.309
H24 -24.9308 -17.2733 -22.0152  0.378
H25 -15.8562 -21.1657 -25.0744  0.457
H26 -18.4151 -12.5318 -14.1031  0.291
H27 -22.4546 -17.6676 -27.3391  0.377
H28 -18.9975 -20.5999 -29.5980  0.320
H29 -21.0678 -15.7079 -28.1296  0.392
H30 -15.7864 -19.8889 -26.3126  0.274
H31 -21.4753 -16.5400 -17.7975  0.192
H32 -15.2605 -16.1979 -23.7179  -0.058
H33 -21.4537 -22.5653 -18.5762  0.382
H34 -19.8898 -14.6594 -20.2185  0.394
H35 -15.5407 -16.6751 -19.9824  0.304
H36 -16.7657 -15.3883 -20.1726  0.310
H37 -20.6814 -24.0994 -18.9365  0.300
H38 -20.4657 -19.8720 -23.9662  0.500
H39 -22.8608 -21.8592 -20.1718  0.540
H40 -19.7143 -13.4656 -14.8323  0.296
H41 -19.4816 -14.7225 -16.5626  0.093
H42 -19.5904 -23.2420 -21.8410  0.279
H43 -18.3894 -20.4209 -22.5186  0.257
H44 -14.6524 -18.3460 -24.7163  0.386
H45 -16.4540 -12.8692 -17.3465  0.263
H46 -22.7735 -19.0850 -16.0603  0.321
H47 -23.1525 -19.5683 -22.7127  -0.111
H48 -13.0317 -13.0442 -22.8682  0.295
H49 -17.7513 -20.8616 -15.9698  0.411
H50 -19.3273 -11.8129 -15.3663  0.363
H51 -23.2183 -16.5995 -18.1187  0.251
H52 -13.0034 -16.5017 -22.9649  0.227
H53 -19.0162 -19.2298 -24.5962  0.246
H54 -22.1879 -18.1327 -19.9532  0.195
H55 -16.9677 -22.8758 -26.9102  0.444
H56 -12.1320 -15.0531 -22.4717  0.363
H57 -17.8320 -18.5664 -16.9592  0.408
H58 -24.8547 -19.7899 -23.0249  0.534
H59 -16.9962 -19.7765 -14.9562  0.403
H60 -16.2846 -12.5478 -15.5445  0.337
H61 -16.0535 -20.7289 -28.9201  0.331
H62 -19.9786 -16.4189 -20.6052  -0.045
H63 -16.2520 -18.8377 -24.1180  -0.031

---

Entry 2:
The following is a quantum chemistry calculation of 8 unconnected molecules or ions with the total composition C29H63F4N11O10 at a distorted geometry, from the Open Molecules 2025 dataset.

Results
ΔE to the lowest compared entry with this formula, charge and spin, kcal/mol: 13.1
HOMO, eV: -8.525
Gap between HOMO and LUMO, eV: 8.893
Structure (SMILES): [H]/N=C(\N)NCCCCOC(=O)N(F)COC(F)(F)F.CN(C)C=O.CN(C)C=O.CN(C)C=O.CN(C)C=O.CN(C)C=O.CN(C)C=O.CN(C)C=O
Total charge: 0
LUMO level, eV: 0.4

Last column: Mulliken charge in e.
Cartesian coordinates (Å):
F1 -1.3841 1.1830 3.6318  -0.245
F2 -2.0068 0.4884 1.8099  -0.291
F3 1.2393 -0.8305 0.5134  -0.061
F4 -0.0725 1.2069 2.0610  -0.159
O1 2.1714 3.8958 -0.9828  -0.659
O2 0.7407 -6.5321 -1.4149  -0.662
O3 1.4879 3.6267 -8.1148  -0.566
O4 0.4294 6.1318 4.7969  -0.561
O5 1.4805 -3.7018 2.2507  -0.500
O6 -6.2180 -1.0683 1.1762  -0.576
O7 2.3454 -3.0715 0.3814  -0.445
O8 3.1990 1.9177 5.2252  -0.547
O9 0.8735 -0.6119 -6.2906  -0.578
O10 -0.5970 -0.6337 3.0087  -0.421
N1 -0.8103 -2.5970 -2.7976  -0.004
N2 -0.0923 -7.7063 0.3391  0.103
N3 -6.2140 0.1312 3.0984  0.176
N4 -0.8776 4.6416 5.8967  0.241
N5 -1.6167 -4.7273 -2.4378  -0.452
N6 -0.3038 1.1990 -5.6067  0.213
N7 3.4096 1.3237 7.3988  0.146
N8 1.1268 -1.5969 1.6901  0.279
N9 -2.4793 -3.4083 -4.1071  -0.728
N10 3.2879 3.2149 0.8532  0.184
N11 0.4134 4.1838 -10.0311  0.109
C1 -4.8644 0.6209 2.8624  -1.027
C2 -0.9399 -7.7277 1.5163  -0.957
C3 -1.8781 4.3998 6.9143  -0.868
C4 -0.5171 5.0566 -9.3311  -0.892
C5 2.2306 -3.4137 -2.0116  -1.403
C6 -0.4081 5.8717 5.6360  0.081
C7 -6.7650 -0.6919 2.1924  0.079
C8 -0.6192 0.5897 -4.3259  -0.951
C9 1.6297 -2.8817 1.4725  0.393
C10 1.3506 3.5398 -9.3193  0.114
C11 4.0281 1.5552 8.6894  -0.927
C12 0.3004 4.0382 -11.4688  -0.931
C13 -0.2661 -1.6009 2.0288  -0.960
C14 4.2012 4.3422 0.7783  -1.003
C15 1.6403 -2.3155 -2.8596  -0.629
C16 1.5341 -3.6062 -0.6919  0.348
C17 -0.7931 2.5331 -5.9099  -0.494
C18 0.0454 -6.6158 -0.4156  0.215
C19 3.6921 2.0744 6.3258  0.066
C20 -0.3610 3.5156 5.1284  -1.122
C21 0.4329 0.5103 -6.4762  0.109
C22 0.6345 -8.9101 -0.0368  -0.978
C23 2.4484 0.2411 7.2544  -0.872
C24 0.4184 -2.8176 -3.6074  -0.916
C25 3.4424 2.2518 1.9240  -0.763
C26 -6.9172 0.5435 4.2959  -0.913
C27 -1.0009 0.5302 2.5877  1.057
C28 2.3364 3.1090 -0.0703  0.042
C29 -1.6908 -3.5898 -3.1689  0.188
H1 -0.8276 2.5940 5.4547  0.438
H2 -1.2029 -1.7001 -3.0005  0.281
H3 4.4303 2.8687 6.5329  0.286
H4 2.2573 -4.3329 -2.5519  0.455
H5 3.2621 1.7781 9.4346  0.338
H6 -1.2192 1.2656 -3.7271  0.373
H7 3.2405 -3.1413 -1.8099  0.489
H8 -2.7669 3.9518 6.4644  0.276
H9 0.0313 5.8432 -8.8132  0.313
H10 -1.8287 -5.5439 -2.9753  0.269
H11 3.3376 2.7538 2.8844  0.557
H12 2.7958 -0.4649 6.5005  0.301
H13 -1.1678 -0.3407 -4.4962  0.313
H14 2.6900 1.4708 1.8497  -0.068
H15 4.4337 1.7976 1.8627  0.302
H16 -4.5573 1.2702 3.6773  0.441
H17 1.0624 3.3572 -11.8386  0.294
H18 0.3625 -2.3701 -4.5791  0.552
H19 -1.0748 4.4865 -8.5889  0.229
H20 -4.8339 1.1732 1.9234  0.302
H21 -2.1598 5.3333 7.3952  0.315
H22 0.7188 3.4459 5.2657  0.362
H23 -3.0613 -4.2249 -4.2435  0.180
H24 -1.2081 5.5013 -10.0409  0.389
H25 -0.4057 3.2389 -5.1807  0.339
H26 2.3451 -1.9667 -3.5792  0.377
H27 -0.3433 -7.9659 2.3983  0.356
H28 1.6880 2.2246 0.0642  0.365
H29 -7.0218 1.6303 4.3111  0.320
H30 -0.7479 -4.8149 -1.9424  0.258
H31 2.0063 2.9051 -9.9412  0.303
H32 1.7051 -8.7081 -0.0449  0.305
H33 -1.4097 -6.7583 1.6595  0.316
H34 -1.7179 -8.4838 1.3993  0.361
H35 -6.3609 0.2294 5.1816  0.321
H36 -0.4684 2.8363 -6.9001  -0.168
H37 0.3396 -9.2231 -1.0379  0.313
H38 -0.8647 6.6520 6.2729  0.245
H39 4.5786 0.6665 9.0030  0.336
H40 0.6158 1.0622 -7.4119  0.149
H41 -0.8092 -1.5010 1.1072  0.578
H42 4.7169 2.3938 8.6312  0.297
H43 -1.4836 3.7176 7.6708  0.308
H44 1.3152 -4.6451 -0.5362  0.175
H45 1.3883 -1.4844 -2.2424  0.237
H46 -1.8869 2.5376 -5.8716  0.349
H47 0.4195 -9.7047 0.6710  0.389
H48 0.5587 -3.8687 -3.7541  0.579
H49 0.6062 -3.0682 -0.7330  0.231
H50 -0.5304 -2.5340 2.4457  0.465
H51 -7.7894 -1.0075 2.4614  0.259
H52 0.4283 5.0085 -11.9525  0.336
H53 -7.9067 0.0946 4.3245  0.308
H54 3.6428 5.2762 0.8404  0.306
H55 4.9144 4.2901 1.5953  0.395
H56 1.4875 0.6400 6.9288  0.206
H57 0.3072 0.3553 -3.7981  0.285
H58 -0.5433 -5.7590 -0.0427  0.184
H59 4.7328 4.3261 -0.1736  0.308
H60 -0.6833 3.6413 -11.7266  0.344
H61 -4.1783 -0.2198 2.7867  0.282
H62 -0.5633 3.6746 4.0706  0.239
H63 2.3269 -0.2714 8.2040  0.375